{"formula": "C41H62BN9SV", "method": "ωB97M-V/def2-TZVPD", "elements": ["V", "S", "N", "N", "N", "N", "N", "N", "N", "N", "N", "C", "C", "C", "C", "C", "C", "C", "C", "C", "C", "C", "C", "C", "C", "C", "C", "C", "C", "C", "C", "C", "C", "C", "C", "C", "C", "C", "C", "C", "C", "C", "C", "C", "C", "C", "C", "C", "C", "C", "C", "C", "B", "H", "H", "H", "H", "H", "H", "H", "H", "H", "H", "H", "H", "H", "H", "H", "H", "H", "H", "H", "H", "H", "H", "H", "H", "H", "H", "H", "H", "H", "H", "H", "H", "H", "H", "H", "H", "H", "H", "H", "H", "H", "H", "H", "H", "H", "H", "H", "H", "H", "H", "H", "H", "H", "H", "H", "H", "H", "H", "H", "H", "H", "H"], "positions_angstrom": [[0.186, -0.684, -0.468], [0.027, -1.184, -2.965], [1.204, 0.208, 2.169], [0.375, -0.726, 1.595], [-2.561, -1.530, -3.350], [0.363, 1.352, -0.554], [1.266, 1.921, 0.298], [-1.415, -3.403, -2.579], [0.649, -2.859, -0.370], [3.070, 0.138, 0.395], [2.588, -0.630, -0.630], [-0.666, 2.349, -3.685], [-6.563, -1.781, -0.249], [-4.928, -1.398, -3.880], [2.906, 5.133, 0.033], [-5.177, -1.770, -0.250], [-1.346, -2.387, 2.672], [-3.745, -2.170, -3.408], [0.315, 1.519, 5.391], [-5.201, 0.617, -0.535], [3.467, -0.986, -3.771], [4.826, -0.675, -0.638], [1.583, 1.088, 4.630], [5.246, 0.064, 2.779], [3.747, -1.892, -2.567], [-1.811, -0.621, -0.413], [-7.278, -0.599, -0.396], [0.333, -0.941, 3.816], [-4.464, -0.570, -0.398], [-1.387, -2.116, -2.966], [-1.614, -3.407, 1.567], [-0.205, 2.348, -1.241], [2.974, -3.207, -2.660], [1.166, 5.046, 1.854], [-3.040, -0.575, -0.440], [2.366, 2.359, 4.321], [-2.449, 3.055, -2.049], [-2.559, -4.065, -2.606], [-2.613, -1.559, 2.942], [4.422, 0.113, 0.413], [1.268, 3.254, 0.137], [1.144, 0.135, 3.522], [-2.515, -5.491, -2.155], [-0.167, -1.425, 2.608], [2.082, 4.222, 0.944], [5.372, 0.733, 1.404], [-6.586, 0.598, -0.535], [5.369, 2.265, 1.475], [-3.763, -3.487, -3.044], [0.335, 3.566, -0.838], [-1.254, 2.133, -2.288], [3.660, -1.108, -1.276], [2.126, 1.030, 1.239], [0.051, -1.289, 4.796], [-5.083, -0.521, -3.251], [-2.576, -3.883, 1.769], [2.808, 1.717, 1.907], [-1.434, 2.214, -4.451], [-2.034, -6.096, -2.926], [-3.259, 2.821, -2.744], [6.352, 0.458, 1.006], [5.841, -0.910, -0.915], [-3.511, -5.889, -1.971], [-7.091, -2.719, -0.131], [2.257, 5.751, -0.589], [3.710, -1.508, -4.700], [-4.768, -1.062, -4.907], [4.806, -2.163, -2.620], [3.348, 2.171, 3.904], [0.139, 1.642, -3.882], [1.812, 3.007, 3.642], [-0.270, 3.363, -3.779], [-0.865, -4.203, 1.556], [-4.683, -4.051, -3.069], [0.579, 2.185, 6.214], [-4.621, -2.693, -0.137], [-0.356, 2.056, 4.717], [-1.585, 1.099, -2.188], [0.513, 5.687, 1.259], [0.167, -3.495, -0.999], [-2.824, 2.950, -1.030], [3.535, 5.797, 0.629], [2.769, 3.658, 1.570], [-4.668, 1.553, -0.643], [4.601, 2.648, 2.143], [-2.848, -0.943, 2.075], [2.418, -0.701, -3.811], [-5.822, -2.015, -3.846], [-7.131, 1.528, -0.644], [-2.473, -0.904, 3.803], [5.212, 2.703, 0.489], [1.607, -2.774, -0.692], [4.069, -0.078, -3.718], [-1.912, -5.573, -1.252], [0.683, -3.256, 0.560], [-1.145, -2.965, 3.581], [3.327, -3.767, -3.529], [5.818, 0.610, 3.532], [4.205, 0.016, 3.099], [-3.460, -2.219, 3.144], [2.187, 0.484, 5.315], [2.504, 2.905, 5.257], [3.550, 4.550, -0.627], [6.333, 2.612, 1.852], [-8.360, -0.608, -0.392], [1.757, 5.681, 2.517], [3.144, -3.834, -1.781], [0.084, 4.548, -1.203], [-1.674, -2.939, 0.589], [5.622, -0.959, 2.741], [1.907, -3.040, -2.792], [-2.515, -0.531, -3.505], [-2.174, 4.101, -2.203], [0.532, 4.402, 2.465], [-0.231, 0.672, 5.799]], "atomic_forces_ev_per_a": [[0.4, -1.1, -0.8], [0.1, 0.1, -0.3], [0.0, 0.0, 0.1], [0.4, 0.0, 1.1], [0.0, 0.0, 0.0], [0.2, 0.8, 0.0], [0.1, 0.0, -0.1], [-0.1, -0.1, -0.1], [0.2, 0.0, -0.1], [0.0, -0.2, 0.1], [0.0, 0.2, 0.0], [0.0, 0.0, 0.0], [0.0, 0.0, 0.0], [0.0, 0.0, 0.0], [0.0, 0.0, 0.0], [0.0, 0.0, 0.0], [0.0, 0.0, 0.0], [0.0, -0.1, 0.0], [0.0, 0.0, 0.0], [0.0, 0.0, 0.0], [0.0, 0.0, 0.0], [0.0, 0.0, 0.0], [0.0, 0.0, 0.0], [0.0, 0.1, 0.0], [-0.1, 0.0, 0.0], [-1.0, -0.2, 0.0], [0.0, 0.0, 0.0], [0.0, 0.0, 0.0], [0.0, 0.0, -0.1], [0.0, 0.1, 0.3], [0.0, 0.0, 0.0], [0.0, 0.0, 0.0], [0.0, 0.0, 0.0], [0.0, 0.0, 0.0], [0.1, 0.0, 0.1], [0.0, -0.1, -0.1], [0.0, 0.0, 0.0], [0.1, 0.1, 0.0], [0.0, 0.0, 0.0], [0.0, 0.1, -0.1], [-0.1, 0.0, 0.1], [-0.1, 0.0, -0.1], [0.0, 0.0, 0.0], [0.0, 0.1, 0.0], [0.0, 0.0, 0.0], [0.0, 0.0, 0.0], [0.0, 0.0, 0.0], [0.0, 0.0, 0.0], [0.0, 0.0, 0.0], [0.1, 0.0, 0.0], [0.0, 0.0, 0.0], [-0.1, -0.1, 0.0], [-0.1, 0.0, 0.0], [0.0, 0.0, 0.0], [0.0, 0.0, 0.1], [0.0, 0.0, 0.0], [0.0, 0.1, 0.1], [0.0, 0.0, 0.0], [0.0, 0.0, 0.0], [0.0, 0.0, 0.0], [0.0, 0.0, 0.0], [0.0, 0.0, 0.0], [0.0, 0.0, 0.0], [0.0, 0.0, 0.0], [0.0, 0.0, 0.0], [0.0, 0.0, 0.0], [0.0, 0.0, 0.0], [0.0, 0.0, 0.0], [0.1, -0.1, -0.1], [0.0, 0.0, 0.0], [0.0, 0.0, 0.0], [0.0, 0.0, 0.0], [0.0, 0.0, 0.0], [0.0, 0.0, 0.0], [0.0, 0.0, 0.0], [0.0, 0.0, 0.0], [0.0, 0.0, 0.0], [0.0, 0.0, 0.0], [0.0, 0.0, 0.0], [-0.1, 0.1, 0.0], [0.0, 0.0, 0.0], [0.0, 0.0, 0.0], [0.0, 0.0, 0.0], [0.0, 0.0, 0.0], [0.0, 0.0, 0.0], [0.0, 0.0, 0.0], [0.0, 0.0, 0.0], [0.0, 0.0, 0.0], [0.0, 0.0, 0.0], [0.0, 0.0, 0.0], [0.0, 0.0, 0.0], [0.0, -0.1, 0.0], [0.0, 0.0, 0.0], [0.0, 0.0, 0.0], [0.0, 0.0, 0.1], [0.0, 0.0, 0.0], [0.0, 0.0, 0.0], [0.0, 0.0, 0.0], [-0.1, 0.1, 0.1], [0.0, 0.0, 0.0], [0.0, 0.0, 0.0], [0.0, 0.0, 0.0], [0.0, 0.0, 0.0], [0.0, 0.0, 0.0], [0.0, 0.0, 0.0], [0.0, 0.0, 0.0], [0.0, 0.0, 0.0], [0.0, 0.0, 0.0], [0.0, 0.0, -0.1], [0.0, 0.0, 0.0], [0.0, 0.0, 0.0], [0.0, 0.0, -0.1], [0.0, 0.0, 0.0], [0.0, 0.0, 0.0], [0.0, 0.0, 0.0]], "mulliken_spin": [1.000, 0.003, 0.012, -0.003, -0.004, -0.044, -0.026, 0.002, 0.006, 0.008, 0.003, -0.003, 0.001, 0.000, 0.000, 0.006, 0.001, 0.005, 0.001, 0.006, 0.000, 0.003, -0.002, 0.000, -0.001, -0.077, -0.002, 0.005, 0.013, -0.022, -0.002, 0.009, 0.000, 0.000, 0.014, 0.000, -0.001, 0.000, 0.003, 0.001, -0.001, 0.010, 0.000, 0.016, 0.000, 0.000, 0.002, 0.000, -0.005, 0.005, 0.015, 0.001, 0.008, 0.000, 0.000, 0.000, 0.000, 0.000, 0.000, 0.000, 0.000, 0.000, 0.000, 0.000, 0.000, 0.000, 0.000, 0.000, 0.000, 0.001, 0.000, 0.000, 0.000, -0.001, 0.000, -0.001, 0.000, 0.023, 0.000, 0.002, 0.001, 0.000, 0.000, 0.000, 0.000, 0.000, -0.001, 0.000, 0.000, 0.000, 0.000, -0.004, 0.000, 0.000, 0.003, 0.001, 0.000, 0.000, 0.000, 0.000, 0.001, 0.000, 0.000, 0.000, 0.000, 0.000, 0.000, 0.000, 0.010, 0.000, 0.001, -0.001, 0.000, 0.000, 0.000], "total_charge": 0, "e_tot_ev": -94136.8003, "spin_multiplicity": 2, "gap_ev": [5.57, 4.85], "e_above_lowest_ev": 0.000, "e_homo_ev": [-5.58, -4.88]}